No. 1
A 8-piece molecular cluster, C22H39Br14PS overall in a non-equilibrium geometry, computed with wB97M-V/def2-TZVPD.

Last column: Mulliken charge in e.
Element x y z (Å)
H1 -3.50 -0.33 2.17  0.169
C1 0.40 4.61 1.47  -0.663
Br1 5.66 -3.62 -7.16  -0.115
H2 1.55 0.89 -1.15  0.206
H3 0.11 6.05 -1.20  0.367
H4 3.79 -6.60 -2.73  0.362
H5 0.64 -0.35 2.03  -0.031
C2 1.05 3.74 2.30  -0.791
H6 -3.59 -0.56 5.24  0.119
H7 0.91 -1.88 -5.09  -0.532
C3 -6.52 2.71 7.66  -0.601
C4 4.12 -3.93 -8.31  -0.588
H8 2.74 0.72 0.19  0.536
H9 2.03 -8.45 -3.23  0.356
H10 2.72 -2.80 -9.47  0.342
H11 4.11 -1.85 -8.92  0.377
C5 -4.03 -0.37 3.12  -0.444
Br2 -0.40 -0.12 -3.92  -0.151
C6 -2.87 -4.76 6.88  -0.631
Br3 -0.61 -3.86 5.36  -0.126
H12 -1.00 -4.13 7.80  0.371
H13 -1.57 1.38 0.77  0.160
C7 -0.55 5.30 -0.77  -1.876
H14 -5.06 3.50 6.27  0.239
C8 1.19 -2.31 -2.98  0.052
H15 0.72 -2.07 -2.03  0.219
C9 3.47 5.82 -3.67  -0.641
H16 1.96 1.81 2.42  0.483
C10 -5.60 3.79 7.16  -0.471
H17 4.52 -4.40 -9.20  0.357
C11 -3.16 -0.78 4.27  -0.196
H18 4.37 5.85 -3.06  0.358
H19 3.96 7.72 -4.56  0.356
Br4 -1.44 0.12 4.21  -0.115
Br5 2.10 5.04 -2.53  0.029
H20 1.35 -7.35 -4.43  0.362
P1 0.59 -0.43 0.62  0.073
Br6 -4.80 1.40 3.41  -0.148
H21 -1.37 5.73 -0.20  0.470
Br7 -4.27 4.29 8.49  -0.126
C12 1.94 -7.41 -3.53  -0.593
H22 -4.89 -1.04 3.03  0.408
Br8 2.92 -1.43 -2.99  -0.118
H23 -6.85 2.88 8.68  0.383
C13 1.70 0.90 -0.07  -0.845
Br9 1.76 7.17 -5.53  -0.136
C14 3.30 -6.79 -3.68  -0.586
H24 -0.51 -2.56 -4.27  0.375
Br10 3.20 -5.08 -4.60  -0.069
Br11 -5.64 0.97 7.64  -0.106
Br12 2.35 -1.99 -7.17  -0.059
Br13 -3.68 -3.03 7.25  -0.113
H25 1.25 3.96 3.34  0.421
H26 0.05 5.56 1.87  0.401
H27 -6.16 4.70 6.96  0.344
C15 3.42 -2.65 -8.66  -0.533
H28 3.94 -7.41 -4.30  0.324
H29 -3.25 -5.43 7.66  0.351
H30 -3.23 -5.08 5.92  0.375
C16 1.25 2.26 0.46  0.312
H31 -2.93 -1.84 4.21  0.203
S1 -1.33 0.24 0.08  -0.265
H32 3.47 -4.64 -7.79  0.307
C17 1.47 2.54 1.79  -0.668
H33 2.69 7.82 -3.32  0.363
H34 -0.94 -5.70 6.97  0.330
C18 3.10 7.21 -4.12  -0.616
H35 -0.95 4.72 -1.60  0.372
C19 0.62 3.14 -0.37  -0.024
H36 1.41 -3.37 -3.02  -0.189
C20 -1.36 -4.69 6.95  -0.555
C21 0.35 -1.90 -4.16  0.246
C22 0.19 4.35 0.15  0.654
H37 0.45 2.87 -1.40  0.634
H38 -7.38 2.61 7.01  0.335
H39 3.62 5.14 -4.50  0.363
Br14 0.92 -6.55 -2.12  -0.147

SMILES: Cc1cccc(CPS)c1.BrCCBr.BrCCBr.BrCCBr.BrCCBr.BrCCBr.BrCCBr.BrCCBr
LUMO (eV): 0.383
Orbital gap (eV): 8.55
HOMO (eV): -8.2

---

No. 2
A 7-piece molecular cluster, C22H39F3N3O12S overall in a non-equilibrium geometry, computed with wB97M-V/def2-TZVPD.

Last column: Mulliken charge in e.
Element x y z (Å)
H1 -3.65 -0.23 0.33  0.277
C1 0.11 5.05 2.69  -0.495
H2 5.47 -0.02 -0.72  0.164
H3 -5.29 -1.08 3.07  0.331
C2 3.38 -0.07 0.34  0.938
N1 0.01 -3.64 2.86  -0.030
C3 1.15 -3.62 1.91  -0.393
H4 -1.67 1.97 -5.56  0.606
H5 -4.11 -0.04 2.69  0.276
H6 -0.65 -4.19 5.70  0.251
H7 -0.79 1.97 2.82  0.019
C4 -0.02 -4.58 3.78  0.669
C5 0.51 3.62 2.23  0.297
H8 -4.90 -1.40 -1.67  0.258
H9 4.62 -1.48 -2.77  0.210
C6 -4.24 -1.91 1.38  0.829
H10 -3.55 -1.50 3.31  0.186
C7 3.24 1.33 0.99  0.372
F1 0.45 -0.37 1.49  -0.097
H11 3.18 2.10 0.22  0.356
H12 2.69 -1.18 -2.88  0.260
H13 -3.84 0.92 -2.39  -0.166
H14 -5.03 1.10 -3.66  0.460
C8 -4.30 -1.11 2.62  -1.015
H15 -1.02 1.76 -3.90  -0.267
H16 -3.60 2.65 -4.86  0.233
O1 -4.59 -3.04 1.26  -0.656
S1 -0.91 0.86 -0.49  0.940
C9 -3.96 0.99 -3.47  0.048
O2 -0.37 3.37 4.40  -0.379
C10 3.72 -0.15 -4.05  0.756
H17 1.00 -4.35 1.11  0.302
O3 -0.90 5.48 4.96  -0.632
H18 0.13 3.36 1.24  0.087
C11 -1.85 1.54 -4.57  0.168
H19 -2.93 2.96 -3.26  0.355
H20 1.59 3.53 2.20  0.065
H21 5.22 -1.60 -4.51  0.285
H22 5.35 -1.17 0.37  0.312
O4 4.75 2.33 2.64  -0.670
H23 -3.11 -1.34 -1.50  0.169
H24 -0.33 -2.70 3.03  0.171
O5 -1.12 0.50 -1.86  -0.565
H25 1.00 5.67 2.81  0.269
H26 1.13 0.66 -4.69  0.427
C12 -2.28 0.12 -4.71  0.568
F2 0.89 -1.03 -0.57  -0.143
H27 1.18 -2.57 1.62  -0.217
C13 -0.03 2.64 3.22  -0.059
O6 0.76 -5.56 3.76  -0.681
H28 3.04 -0.01 -0.70  -0.413
N2 -4.01 -1.18 0.24  -0.030
H29 0.76 1.91 3.43  0.191
H30 -1.93 -4.01 4.45  0.225
C14 1.30 0.36 -3.66  -0.914
H31 2.35 1.38 1.62  -0.568
H32 2.06 -3.79 2.48  0.379
O7 0.13 1.91 -0.43  -0.747
H33 5.74 -0.30 -3.35  0.245
H34 -3.96 -2.82 -1.13  0.337
C15 -1.09 -4.61 4.79  -0.917
O8 -2.11 1.16 0.30  -0.888
H35 1.32 1.23 -3.01  0.244
F3 -0.89 -1.70 0.50  -0.190
O9 -3.51 -0.12 -4.17  -0.402
C16 -0.44 4.70 4.11  0.454
C17 4.55 1.56 1.69  0.434
H36 0.56 -0.37 -3.33  0.265
H37 2.83 -0.82 0.90  -0.155
C18 4.94 -0.96 -3.67  -0.949
O10 -1.70 -0.76 -5.33  -0.661
C19 4.94 -0.17 0.22  -0.467
N3 2.64 -0.30 -3.37  -0.133
O11 5.44 0.77 1.20  -0.369
C20 -0.02 -0.65 0.31  0.370
C21 -4.04 -1.73 -1.09  -0.892
O12 3.85 0.63 -4.95  -0.678
C22 -3.09 2.19 -4.01  -0.770
H38 -0.66 5.54 2.10  0.259
H39 -1.48 -5.62 4.91  0.295

LUMO (eV): 2.195
Total charge: -1
Orbital gap (eV): 9.23
HOMO (eV): -7.0

---

No. 3
C22H39N3O6 as an isolated structure in a non-equilibrium geometry, computed with wB97M-V/def2-TZVPD.

Last column: Mulliken charge in e.
Element x y z (Å)
H1 2.07 -0.56 3.48  0.165
H2 -1.13 -0.28 1.46  -0.667
C1 0.93 -4.05 -2.40  -1.144
H3 -0.28 -4.41 -0.87  0.314
C2 -0.25 -2.33 -3.12  0.032
C3 -2.70 1.71 -0.10  -0.759
C4 0.12 1.19 3.29  -1.106
H4 -0.91 -0.71 4.25  0.127
C5 -0.48 -0.89 2.02  -0.346
O1 3.19 0.41 1.35  -0.739
N1 0.84 -1.76 -1.19  -0.076
H5 -2.85 2.43 -0.64  1.158
C6 -1.71 -2.42 -2.51  -0.734
H6 4.66 4.13 0.93  0.345
O2 2.14 2.03 -0.07  -0.361
C7 -3.06 -1.70 -2.90  -0.501
C8 -3.59 2.00 1.14  -0.214
C9 4.50 2.18 -0.68  -1.139
H7 4.36 1.68 -1.70  0.329
H8 2.27 4.47 -0.61  0.344
H9 1.00 -1.90 3.96  0.475
H10 0.11 1.63 4.18  0.814
H11 1.09 -4.71 -3.10  0.681
H12 -1.67 1.76 0.48  -0.257
H13 1.02 1.35 2.59  -0.125
H14 0.43 0.66 -0.36  0.367
H15 1.32 -0.88 -1.32  0.141
C10 2.23 0.97 0.45  0.383
H16 -0.57 -1.99 2.13  0.627
H17 -3.08 -2.05 -0.87  0.194
H18 3.98 2.46 1.81  0.442
H19 1.17 -0.54 5.30  0.326
H20 -0.74 1.76 2.69  0.018
C11 3.05 3.95 -1.24  -1.543
H21 4.94 1.25 0.00  0.235
C12 1.08 -0.85 4.15  -1.102
H22 2.98 3.75 1.77  0.305
C13 0.57 -0.84 1.00  0.588
H23 -2.92 -0.95 -3.77  0.240
O3 -0.09 -4.98 -1.55  -0.601
C14 -4.66 1.20 0.79  -0.884
H24 -3.94 -0.90 0.83  0.306
H25 -4.82 -0.74 -0.52  0.411
H26 -3.94 -2.42 -3.08  0.292
O4 -1.13 0.33 -1.52  -0.990
O5 -0.21 -3.13 0.27  -0.981
C15 3.45 2.85 -0.08  1.072
H27 -3.87 3.14 1.35  0.321
C16 0.39 -1.97 -0.11  -0.391
H28 -5.41 0.94 1.62  0.374
H29 1.74 -2.49 -3.07  0.675
H30 5.58 2.68 -0.96  0.297
O6 -0.39 -0.92 -3.75  -0.767
H31 -0.52 -0.32 -3.04  0.300
H32 1.69 -1.24 1.66  0.322
H33 -1.75 -3.49 -2.20  0.537
N2 1.09 0.20 0.35  0.740
N3 -3.07 0.40 -0.32  0.908
C17 -4.12 -0.04 -0.02  -0.956
H34 -3.14 1.38 2.24  0.080
H35 2.03 -4.34 -1.56  0.210
H36 -0.50 -2.88 -4.10  0.480
C18 -2.35 -1.49 -1.66  0.095
C19 3.84 3.26 1.21  -1.324
C20 -0.26 -0.07 3.33  0.412
H37 4.06 4.65 -1.07  0.315
H38 2.81 3.74 -2.13  0.544
C21 0.93 -2.77 -2.57  -0.306
C22 -2.19 -0.26 -1.24  0.443
H39 -5.34 1.73 -0.09  0.226

LUMO (eV): 0.451
Orbital gap (eV): 9.12
HOMO (eV): -8.7

---

Among the records above, which one has the lowest HOMO?
C22H39N3O6